19
Properties=species:S:1:pos:R:3 method="wB97M-V/def2-TZVPD" energy_ha=-619.47125 gap_ev=6.67 charge=0 e_homo_ev=-9.63
N -1.18 0.14 -1.71
H -0.16 -1.34 1.85
C 1.98 0.97 -0.46
H -3.15 -1.99 -0.53
H -3.00 -0.35 -2.49
N -0.13 3.43 0.81
N 2.99 -1.11 -1.50
C -1.00 -1.85 1.38
H -1.82 -1.86 1.99
C 2.00 2.05 0.26
N -2.43 -1.33 -0.68
C -1.32 -1.09 0.16
N 4.15 2.62 1.52
H -0.64 -2.74 1.03
C -2.32 -0.47 -1.73
C 3.16 2.49 0.96
C 2.65 -0.14 -0.97
C -0.56 -0.20 -0.52
C 0.78 2.78 0.61